i) # C3H8N3O

2 unconnected molecules or ions with the total composition C3H8N3O (wB97M-V/def2-TZVPD, the Open Molecules 2025 dataset).

The charge is +1.

Last column: Mulliken charge in e.
Geometry (Å):
C: 2.894 -0.983 0.288  -0.39
C: -0.448 1.309 -0.521  0.12
C: -1.818 -0.702 -0.356  -0.93
N: 2.247 0.033 0.715  0.46
N: 1.446 0.814 0.803  -0.62
N: -1.363 0.526 0.362  -0.17
O: -0.580 2.474 -0.493  -0.38
H: 3.334 -0.851 -0.683  0.28
H: 3.230 -1.694 1.015  0.29
H: 0.123 0.679 -1.132  0.48
H: -2.754 -0.936 0.097  0.39
H: -2.101 -0.584 -1.465  0.38
H: -1.014 -1.496 -0.321  0.35
H: -0.965 0.273 1.305  0.38
H: -2.231 1.136 0.385  0.38

ii) # C3H8N3O

2 unconnected molecules or ions with the total composition C3H8N3O (wB97M-V/def2-TZVPD, the Open Molecules 2025 dataset).

The charge is +1.

Last column: Mulliken charge in e.
Geometry (Å):
C: -0.466 -0.991 -1.128  0.14
C: 0.828 0.020 0.364  -0.26
C: -1.560 0.771 0.224  -0.78
N: -0.459 0.000 -0.271  0.28
N: 0.712 -1.575 -1.170  0.03
N: 1.466 1.207 0.581  -0.42
O: 1.578 -0.947 -0.284  -0.22
H: -1.312 -1.307 -1.715  0.44
H: 0.105 -0.683 2.066  0.10
H: -2.474 0.508 -0.302  0.33
H: -1.673 0.547 1.291  0.33
H: -1.358 1.835 0.106  0.28
H: 1.092 -2.337 -1.715  0.23
H: 1.052 1.832 1.258  0.25
H: 2.468 1.119 0.693  0.26

How do the structures above rank in stability at the extremes? i) comes first and ii) comes last.